This record from OMol25 describes a molecular structure, C2H4S4. The level of theory is ωB97M-V/def2-TZVPD.

Energy relative to the best compared isomer or geometry (same formula, charge and spin)   83.0 kJ/mol
Net charge   0
Total energy   -1671.279083 Ha
Kohn-Sham gap   8.569 eV
Max |F|   5.291 eV/A
Spin multiplicity   1

Geometry as XYZ:
```
10
Properties=species:S:1:pos:R:3:forces:R:3
C -1.643 0.559 0.052 1.9 -0.4 3.6
C 1.878 -0.789 0.068 -2.0 1.4 4.7
S -1.907 2.323 -0.317 0.4 -0.5 0.1
S -3.396 0.913 -0.050 0.3 -0.5 0.2
S -0.928 -0.539 -1.161 -0.1 -0.1 -0.1
S 1.000 0.086 -1.163 -0.1 1.2 -1.4
H -1.010 0.255 1.273 -2.5 1.3 -3.7
H 2.220 -0.111 0.966 -0.4 -0.8 -1.9
H 2.698 -1.314 -0.272 1.5 -1.4 -0.9
H 1.088 -1.384 0.604 1.1 -0.2 -0.7
```
Positions in Å, forces in eV/Å.